Here is 2 unconnected molecules or ions with the total composition C10H17BFNO6Si from the OMol25 dataset. Energies are from ωB97M-V with the def2-TZVPD basis set.

Computed properties:
Lowest unoccupied orbital energy   -0.2 eV
2S+1   1
Maximum force   10.39 eV/A
SMILES string   C#C[Si@@](CCOC=O)(B(N)O)[C@@H](C)F.O=C1OCCO1

Each atom is followed by the atoms it is bonded to, with distances in Å.
Atoms and positions in Å:
1 C 0.621 -0.324 2.135  C2 1.426, H15 1.193
2 C 0.426 0.375 0.906  C1 1.426, Si3 1.948
3 Si -0.008 1.366 -0.713  C2 1.948, C4 1.923, B9 1.927, C12 1.965
4 C 1.555 1.937 -1.676  Si3 1.923, C5 1.638, H16 1.190, H17 1.194
5 C 2.118 0.883 -2.795  C4 1.638, O6 1.471, H18 1.194, H19 1.170
6 O 2.277 1.625 -4.056  C5 1.471, C7 1.471
7 C 1.037 1.663 -4.846  O6 1.471, O8 1.338, H20 1.190
8 O 0.587 0.584 -5.497  C7 1.338
9 B -1.310 0.392 -1.746  Si3 1.927, N10 1.517, O11 1.504
10 N -1.098 -0.291 -3.084  B9 1.517, H21 1.064, H22 1.047
11 O -2.682 0.257 -1.144  B9 1.504, H23 1.003
12 C -0.909 3.014 -0.135  Si3 1.965, C13 1.654, F14 1.494, H24 1.188
13 C -1.336 3.951 -1.429  C12 1.654, H25 1.171, H26 1.172, H27 1.193
14 F -2.104 2.630 0.675  C12 1.494
15 H 0.382 -0.820 3.193  C1 1.193
16 H 1.350 3.032 -2.096  C4 1.190
17 H 2.414 2.087 -0.860  C4 1.194
18 H 3.220 0.581 -2.451  C5 1.194
19 H 1.527 -0.124 -2.880  C5 1.170
20 H 0.409 2.663 -4.995  C7 1.190
21 H -1.286 -1.319 -2.886  N10 1.064
22 H -1.889 0.011 -3.700  N10 1.047
23 H -3.164 1.091 -1.422  O11 1.003
24 H -0.175 3.625 0.571  C12 1.188
25 H -1.158 5.072 -1.143  C13 1.171
26 H -2.466 3.754 -1.666  C13 1.172
27 H -0.703 3.705 -2.410  C13 1.193
28 O -0.376 -1.521 4.820  C29 1.220
29 C -0.100 -2.705 4.727  O28 1.220, O30 1.365, O33 1.365
30 O -0.953 -3.723 5.040  C29 1.365, C31 1.415
31 C -0.349 -4.920 4.587  O30 1.415, C32 1.494, H34 1.093, H35 1.095
32 C 1.105 -4.577 4.548  C31 1.494, O33 1.415, H36 1.095, H37 1.093
33 O 1.104 -3.184 4.298  C29 1.365, C32 1.415
34 H -0.563 -5.746 5.271  C31 1.093
35 H -0.748 -5.165 3.597  C31 1.095
36 H 1.605 -4.765 5.504  C32 1.095
37 H 1.638 -5.113 3.757  C32 1.093

Mulliken atomic charge list, values in e, 5 entries:
1 C -0.3672
2 C -0.0887
3 Si 0.1757
4 C -0.4631
5 C -0.3464